DFT (the ωB97M-V functional and the def2-TZVPD basis) results for a single C6H7N molecule at a distorted geometry.

XYZ file:
```
14
Properties=species:S:1:pos:R:3:forces:R:3:lowdin_charge:R:1
C 0.237808 -0.111444 0.681167 0.607 0.364 -0.058 -0.6136
C -0.250539 1.031001 -0.134293 -0.350 -1.134 -0.056 -0.0399
N 1.542328 0.044409 1.232670 -0.089 0.039 0.019 0.0894
C -0.681388 -0.897009 1.398823 -0.084 -0.118 -0.047 0.0554
C -1.170806 1.693866 -0.792763 0.242 0.385 -0.228 0.0162
C 0.194639 -0.562605 -0.897529 -0.318 0.557 0.365 -0.1201
C 0.466046 -1.143031 -1.923356 0.008 0.068 0.071 0.1517
H 1.996841 -0.849171 1.371522 -0.064 0.035 -0.048 0.0920
H 2.123014 0.656246 0.674153 -0.043 -0.041 0.071 0.0892
H -1.624889 -1.173661 0.959360 -0.023 0.064 -0.020 0.0619
H -0.490882 -1.106801 2.440730 0.113 -0.070 -0.060 0.0542
H -1.349926 2.729480 -0.516963 -0.018 0.019 -0.004 0.0622
H -1.704362 1.324331 -1.662579 0.038 -0.090 0.043 0.0702
H 0.712116 -1.635613 -2.830943 -0.020 -0.080 -0.050 0.0312
```
Forces are in eV/Å.

energy relative to the best compared isomer or geometry (same formula, charge and spin)	8.0380	eV
total charge	0
maximum force	1.19	eV/A
E_LUMO (alpha / beta)	0.117 / 0.099	eV
frontier orbital gap (alpha / beta)	7.7 / 6.7	eV


DFT (the ωB97M-V functional and the def2-TZVPD basis) results for a single C6H7N molecule at a distorted geometry.

XYZ file:
```
14
Properties=species:S:1:pos:R:3:forces:R:3:lowdin_charge:R:1
C 0.228020 -0.669381 1.871143 0.020 -0.046 0.018 -0.0784
C -0.349862 0.262452 0.803317 0.027 0.056 0.031 -0.3768
C 0.772620 0.868418 -0.121208 0.026 -0.013 -0.066 -0.0782
C 0.269168 0.646586 -1.483996 -0.106 -0.035 -0.748 -0.1139
N 0.050801 0.576363 -2.647881 0.732 0.506 0.911 0.1920
C -1.234377 -0.390504 -0.187568 -0.114 -0.047 -0.274 -0.2365
C -1.666902 -0.697683 -1.307001 -0.043 -0.022 0.662 -0.0117
H 0.748695 -1.512050 1.403234 -0.083 0.127 0.056 0.0856
H 0.928519 -0.143475 2.532095 -0.131 -0.053 -0.141 0.0791
H -0.582662 -1.074941 2.484308 0.130 0.072 -0.112 0.0831
H -0.866127 1.093356 1.303083 0.061 -0.153 -0.135 0.1347
H 0.964975 1.935875 0.029906 -0.036 -0.121 0.003 0.1311
H 1.718503 0.324273 -0.025487 -0.094 0.042 0.019 0.1317
H -0.867012 -0.046305 -2.651686 -0.391 -0.312 -0.224 0.0581
```
Forces are in eV/Å.

energy relative to the best compared isomer or geometry (same formula, charge and spin)	6.0759	eV
total charge	0
maximum force	1.27	eV/A
E_LUMO	0.025	eV
frontier orbital gap	9.0	eV


DFT (the ωB97M-V functional and the def2-TZVPD basis) results for a molecular structure, C6H7N at a distorted geometry.

XYZ file:
```
14
Properties=species:S:1:pos:R:3:forces:R:3:lowdin_charge:R:1
C 0.771972 0.100604 -2.523565 0.871 -0.032 -1.370 -0.2489
C 0.681440 -0.082382 -1.199339 -2.341 0.508 5.109 0.0209
C 0.619320 -0.390727 0.089534 1.877 -0.026 -0.605 -0.2606
C -0.303251 0.738370 0.252050 -1.064 -0.805 -2.502 -0.0675
C 1.389248 -1.200426 1.153421 -3.048 2.688 0.886 -0.0107
C -1.871378 0.747589 0.282104 0.820 -0.409 -3.707 -0.0698
N 1.005473 0.230589 -3.647812 -0.333 0.127 -0.223 0.1505
H 0.151997 1.676790 0.433708 0.419 0.828 0.282 0.0889
H 0.970077 -2.154003 1.161132 -0.535 -1.833 0.281 0.0512
H 1.130834 -0.680015 2.124802 -0.008 -0.759 -0.869 0.1010
H 2.420606 -1.244306 1.198456 2.187 0.027 -0.984 0.0466
H -2.247913 0.139079 1.032406 -0.660 -1.305 1.492 0.0297
H -2.381639 0.408629 -0.726073 1.357 0.160 1.791 0.1168
H -2.336785 1.710208 0.369177 0.459 0.831 0.418 0.0518
```
Forces are in eV/Å.

energy relative to the best compared isomer or geometry (same formula, charge and spin)	4.6687	eV
total charge	0
maximum force	5.64	eV/A
E_LUMO	0.253	eV
frontier orbital gap	9.0	eV


DFT (the ωB97M-V functional and the def2-TZVPD basis) results for a gas-phase ion, C6H7N (charge +1) at a distorted geometry.

XYZ file:
```
14
Properties=species:S:1:pos:R:3:forces:R:3:lowdin_spin:R:1
C 0.568132 -1.193507 -0.254618 -3.728 -1.146 -0.648 -0.0290
C -0.462253 -2.141974 -0.334424 -0.693 1.700 1.354 0.1390
N -1.659380 -1.417998 0.014056 2.280 2.375 0.356 0.0976
C -1.404342 -0.111696 0.304501 0.697 -2.394 -2.306 0.2429
C -0.031382 0.142401 -0.097904 2.608 0.368 1.494 0.2131
C 0.966007 1.271023 -0.207891 -0.530 -2.175 -0.692 0.0365
C 1.188811 2.570734 0.102665 -0.558 -0.013 1.350 0.2625
H 1.563943 -1.454317 -0.127292 1.799 -0.066 -0.645 -0.0038
H -0.730648 -3.222270 -0.422500 1.452 0.947 -0.098 0.0053
H -2.393097 -1.858270 0.490939 -1.552 -0.869 0.159 0.0009
H -2.236154 0.444120 0.607794 -0.665 1.300 0.518 0.0087
H 1.866358 0.860401 -0.687804 -0.578 -0.034 -0.241 0.0037
H 2.082165 3.034557 -0.326162 -0.394 -0.084 0.289 0.0121
H 0.681839 3.076796 0.938644 -0.139 0.091 -0.890 0.0105
```
Forces are in eV/Å.

energy relative to the best compared isomer or geometry (same formula, charge and spin)	2.7150	eV
total charge	+1
maximum force	3.95	eV/A
2S+1	2
E_LUMO (alpha / beta)	-4.381 / -7.559	eV
frontier orbital gap (alpha / beta)	9.7 / 6.4	eV


DFT (the ωB97M-V functional and the def2-TZVPD basis) results for a gas-phase ion, C6H7N2O (charge -1) at a distorted geometry.

XYZ file:
```
16
Properties=species:S:1:pos:R:3:forces:R:3:lowdin_charge:R:1
C 0.575997 -1.068655 0.338739 -0.557 -2.088 -0.226 -0.1100
C -0.708826 -1.400615 0.161729 -2.397 -1.153 0.420 -0.0940
C 1.218467 0.192248 -0.077483 1.262 -0.796 -0.304 -0.5996
C -1.645425 0.768462 0.017682 2.813 0.373 -0.024 -0.1171
C -2.165568 1.908454 0.308673 1.933 2.183 -2.672 -0.0164
C 2.733392 -0.051807 -0.325604 -2.783 -2.813 3.372 -0.0836
N 0.694648 1.262841 -0.357127 -2.331 1.128 -0.304 0.0996
N -1.801829 -0.510255 0.109284 0.596 -0.010 -1.238 -0.2739
O -2.987327 -0.907888 -0.336252 -0.579 -1.312 0.018 -0.2329
H 1.087963 -2.049233 0.346270 0.692 0.919 -0.034 0.0850
H -1.126477 -2.478219 0.028313 0.924 2.029 0.505 0.1381
H -2.822303 1.894653 1.063178 -2.783 0.316 2.671 0.0023
H -1.883074 2.869472 -0.203525 -0.184 -1.280 0.742 0.0684
H 2.747882 -0.916365 -0.954926 0.607 -0.991 -0.010 0.0424
H 3.020940 -0.224916 0.756294 0.905 0.158 -1.546 0.0915
H 3.061540 0.711823 -0.875252 1.880 3.337 -1.371 0.0001
```
Forces are in eV/Å.

energy relative to the best compared isomer or geometry (same formula, charge and spin)	4.7603	eV
total charge	-1
maximum force	5.20	eV/A
E_LUMO (alpha / beta)	4.050 / 4.050	eV
frontier orbital gap (alpha / beta)	6.4 / 6.4	eV


DFT (the ωB97M-V functional and the def2-TZVPD basis) results for a gas-phase ion, C6H7N2O (charge +1) at a distorted geometry.

XYZ file:
```
16
Properties=species:S:1:pos:R:3:forces:R:3:lowdin_charge:R:1
C -1.836340 0.455957 -0.709460 -0.284 -0.998 0.313 -0.0842
C -1.557320 -0.717358 -0.143587 -0.066 0.485 0.118 -0.0165
C -0.302873 -0.613916 0.679338 -0.265 2.419 0.136 -0.1310
N 0.737576 -1.298131 -0.079708 0.774 -0.061 -0.452 0.1409
C 1.634051 -0.630667 -0.763906 -0.708 -1.242 0.427 -0.0504
N 2.018178 0.559719 -0.339243 0.868 1.227 0.146 0.1632
C 1.331479 1.334882 0.392152 -0.323 0.106 -0.452 0.0381
C -0.123155 1.077716 0.617712 -0.526 -2.595 0.673 -0.1479
O -1.016858 1.472780 -0.394436 0.641 0.907 -0.290 0.0078
H -2.649810 0.703709 -1.369634 -0.004 0.099 -0.112 0.1468
H -2.070086 -1.644541 -0.293919 -0.267 -0.166 -0.061 0.1160
H -0.348272 -0.979018 1.703170 0.032 -0.062 -0.077 0.1558
H 0.618355 -2.300178 -0.191408 0.111 0.116 -0.260 0.1829
H 2.170005 -1.080694 -1.588556 -0.068 -0.151 -0.041 0.1630
H 1.836590 2.136838 0.915529 0.076 0.081 0.054 0.1483
H -0.441520 1.522906 1.565951 0.009 -0.167 -0.122 0.1672
```
Forces are in eV/Å.

energy relative to the best compared isomer or geometry (same formula, charge and spin)	0.7430	eV
total charge	+1
maximum force	2.73	eV/A
structure (SMILES)	C1=C[C@H]2[NH+]=CN=C[C@H]2O1
E_LUMO	-5.696	eV
frontier orbital gap	7.8	eV